Entry from OMol25: a structure of composition C29H35CoO5 (wB97M-V/def2-TZVPD).

The geometry in XYZ format:
```
70
Properties=species:S:1:pos:R:3:forces:R:3:nbo_charge:R:1
C -2.169 2.680 -1.375 -0.99 1.02 0.36 -0.256
C -1.812 1.912 -0.083 -0.78 -0.24 -0.58 -0.391
C -1.030 2.452 -2.379 -0.49 0.20 -0.11 -0.381
C 0.178 1.885 -1.599 0.44 0.03 -1.08 -0.264
H -0.798 3.404 -2.868 -0.05 -0.32 0.02 0.239
H -1.405 1.765 -3.147 0.37 -0.02 0.11 0.214
C -0.309 1.846 -0.088 0.76 0.42 0.37 -0.215
H -2.301 0.936 -0.108 0.17 -0.06 -0.07 0.246
H -2.193 2.432 0.799 0.07 -0.07 -0.04 0.218
C 0.295 1.089 1.144 0.94 -1.45 0.66 -0.032
H -0.042 2.885 0.161 0.11 -0.02 0.30 0.174
H 0.981 2.637 -1.649 -0.19 -0.06 0.22 0.193
C 0.708 0.736 -2.430 -0.73 0.31 1.44 0.126
C -3.532 2.256 -1.907 -0.21 -1.59 0.57 0.826
C -2.406 4.192 -1.217 1.22 0.99 -0.86 0.836
O -2.032 5.032 -2.027 -0.34 -0.84 1.13 -0.630
O -4.042 1.170 -1.718 0.33 1.04 -0.45 -0.586
O -4.152 3.242 -2.584 -0.33 -0.28 -0.35 -0.523
O -3.132 4.534 -0.143 -0.04 0.24 -0.14 -0.512
C -3.480 5.930 -0.135 -0.02 -0.22 -0.01 -0.259
H -4.118 6.049 0.737 0.02 0.10 0.01 0.185
H -4.019 6.188 -1.057 0.16 -0.05 0.27 0.189
H -2.579 6.548 -0.059 -0.22 -0.11 -0.01 0.193
C -5.452 2.889 -3.060 -0.06 -0.08 0.05 -0.258
H -5.412 1.971 -3.662 -0.03 0.28 0.19 0.199
H -5.779 3.737 -3.660 -0.02 -0.08 0.02 0.183
H -6.126 2.734 -2.208 0.11 -0.02 -0.26 0.189
O 0.416 -0.306 1.256 -2.33 5.04 -4.51 -0.877
H -0.352 1.381 1.991 -0.14 0.55 -0.06 0.136
H 1.279 1.543 1.369 -0.04 0.32 -0.28 0.132
C 2.158 0.512 -2.367 0.67 -0.34 0.19 -0.674
C -0.223 -0.404 -2.559 -0.55 -0.85 0.02 -0.701
H -0.603 -0.653 -3.562 0.22 0.22 -0.10 0.196
H -1.116 -0.249 -1.938 0.14 -0.08 -0.10 0.220
H 0.246 -1.319 -2.184 -0.01 0.00 0.03 0.255
H 2.367 -0.558 -2.399 0.21 0.11 -0.11 0.230
H 2.521 0.898 -1.404 0.15 -0.17 -0.09 0.224
H 2.765 0.996 -3.138 -0.10 0.15 -0.21 0.194
Co 1.445 -1.375 2.157 -0.48 -3.59 -2.87 1.135
C 3.061 -1.874 3.290 0.34 0.76 2.07 -0.290
C 3.080 -0.505 2.875 1.30 0.77 1.82 -0.425
C 1.956 0.139 3.477 0.60 0.08 0.78 -0.322
H 3.797 -0.030 2.215 0.11 -0.09 0.25 0.213
C 1.126 -0.862 4.071 1.01 0.66 1.52 -0.383
C 1.843 -2.107 4.019 1.46 0.41 0.93 -0.363
H 1.531 -3.045 4.451 0.01 0.04 -0.23 0.227
H 3.856 -2.566 3.096 -0.17 -0.28 -0.16 0.225
H 1.764 1.203 3.449 -0.27 -0.16 -0.30 0.203
H 0.142 -0.661 4.477 0.13 -0.25 0.06 0.216
C -0.145 -4.033 0.645 -0.76 0.31 0.47 -0.346
C -0.038 -4.301 2.040 -0.60 0.01 -0.41 -0.390
C -0.495 -3.161 2.750 -1.19 0.28 -1.36 -0.371
H 0.262 -5.251 2.481 0.15 0.23 -0.07 0.171
C -0.905 -2.167 1.783 -0.17 -2.64 -0.04 -0.354
C -0.649 -2.717 0.472 -0.55 -0.64 1.39 -0.344
H -0.854 -2.211 -0.464 0.11 -0.06 0.08 0.174
H 0.066 -4.733 -0.161 0.28 0.15 0.14 0.177
H -0.673 -3.059 3.820 0.21 -0.13 -0.21 0.174
H -1.452 -1.263 2.008 0.23 -0.01 0.03 0.193
C 4.115 -4.282 -0.930 -0.19 0.24 -0.02 -0.304
C 3.870 -4.792 0.351 -0.37 0.27 0.45 -0.255
C 3.057 -4.070 1.253 1.15 -0.75 -1.09 -0.247
C 2.545 -2.824 0.906 -1.33 0.72 0.99 -0.329
C 2.786 -2.312 -0.351 1.11 -0.86 -1.03 -0.222
C 3.558 -3.046 -1.286 -0.22 0.29 0.33 -0.267
H 4.730 -4.839 -1.639 -0.12 0.12 0.11 0.173
H 4.314 -5.749 0.657 -0.16 0.23 -0.16 0.168
H 2.879 -4.520 2.234 -0.10 0.23 -0.14 0.185
H 2.397 -1.325 -0.603 0.03 -0.32 0.02 0.173
H 3.731 -2.640 -2.287 0.05 -0.09 0.07 0.168
```
Forces are in eV/Å.

Computed properties:
Net charge: -2
Spin multiplicity: 5
Total energy, Ha: -2884.71912
ΔE to the lowest compared entry with this formula, charge and spin, kJ/mol: 43.9

Entry from OMol25: a cluster of 2 separate species, C3H11N3 in total (wB97M-V/def2-TZVPD).

The geometry in XYZ format:
```
17
Properties=species:S:1:pos:R:3:forces:R:3:nbo_charge:R:1
C 2.801 -1.489 -0.251 -1.42 0.46 -0.94 -0.465
C 2.481 0.482 1.040 0.74 0.57 -0.13 -0.429
N 1.911 -0.457 0.280 -0.18 -0.96 0.68 -0.699
H 3.559 -1.808 0.476 0.19 -0.03 -0.11 0.139
H 2.149 -2.332 -0.534 0.16 -0.34 0.41 0.150
H 3.232 -1.280 -1.254 0.61 0.42 0.31 0.125
H 3.354 1.060 0.685 0.26 -0.18 0.13 0.078
H 2.132 0.801 2.032 -0.50 0.01 -0.34 0.112
N -1.897 -0.049 -1.155 -0.43 0.48 0.69 -0.834
C -2.274 0.447 0.196 -0.03 -0.58 0.38 -0.065
N -2.921 1.762 0.237 0.16 -0.44 -1.34 -0.816
H -2.763 -0.441 -1.493 -0.28 0.01 -0.58 0.318
H -1.347 -0.881 -0.995 0.77 0.01 -0.03 0.369
H -1.427 0.457 0.876 0.37 0.07 -0.36 0.209
H -2.960 -0.301 0.600 -0.33 0.26 0.48 0.133
H -3.713 1.677 -0.401 -0.30 0.07 0.32 0.324
H -2.318 2.354 -0.338 0.21 0.17 0.43 0.352
```
Forces are in eV/Å.

Computed properties:
Net charge: -1
Spin multiplicity: 2
Total energy, Ha: -285.05167
ΔE to the lowest compared entry with this formula, charge and spin, kJ/mol: 148.4

Entry from OMol25: a cluster of 5 separate species, C32H43F2N10 in total (wB97M-V/def2-TZVPD).

The geometry in XYZ format:
```
87
Properties=species:S:1:pos:R:3:forces:R:3:mulliken_charge:R:1
C 0.161 1.177 3.798 -0.06 0.01 -0.87 -1.308
C 1.125 1.098 2.594 -0.31 -0.55 0.61 -0.260
C 0.821 -0.092 1.662 0.90 0.75 0.20 -0.961
N 0.273 0.240 0.351 -0.36 -0.94 0.10 -0.532
N -1.015 0.785 0.375 0.28 0.91 0.04 0.564
C -1.213 2.245 0.302 -0.10 -0.19 0.07 -1.017
C -1.747 2.886 1.583 -0.36 0.08 -0.42 -0.262
F -2.826 3.689 1.253 -0.03 0.12 -0.05 -0.388
C -2.083 0.011 0.446 0.33 -1.10 -0.32 0.154
N -3.328 0.500 0.526 -0.44 -0.10 0.24 -0.555
C -4.129 -0.555 0.604 0.93 -0.18 -0.20 0.176
C -5.601 -0.528 0.720 -0.19 -0.14 0.46 -0.570
C -6.195 -1.425 1.798 -0.49 -0.46 0.34 0.522
C -5.405 -1.746 3.045 0.06 0.19 -0.11 -1.235
N -7.382 -1.824 1.603 0.42 0.22 -0.35 -0.650
N -3.417 -1.693 0.543 -1.57 0.80 0.08 -0.415
N -2.098 -1.371 0.433 0.48 0.95 -0.18 0.563
C -1.081 -2.388 0.334 -0.24 -0.87 -0.35 0.810
C -1.459 -3.491 -0.633 -0.16 0.69 -0.11 -1.440
F -0.922 -2.919 1.595 0.12 -0.10 0.23 -0.409
H -0.768 0.677 3.530 -0.27 0.00 0.09 0.203
H 0.548 0.666 4.667 0.11 0.00 0.31 0.436
H -0.083 2.206 4.029 0.03 0.17 0.35 0.325
H 1.152 2.028 2.035 -0.02 0.15 -0.18 0.252
H 2.123 0.942 2.988 0.29 0.16 -0.04 0.443
H 0.194 -0.810 2.178 -0.29 -0.15 -0.07 0.343
H 1.760 -0.597 1.452 0.07 -0.20 -0.20 0.587
H 0.894 0.827 -0.186 0.00 0.17 -0.13 0.443
H -0.262 2.682 0.027 0.27 -0.07 -0.08 0.509
H -1.906 2.445 -0.508 -0.24 0.14 -0.02 0.647
H -2.117 2.133 2.267 0.14 -0.10 0.25 0.204
H -1.002 3.527 2.039 0.12 0.00 0.27 0.323
H -6.064 -0.801 -0.221 -0.08 0.02 -0.25 0.336
H -5.902 0.487 0.960 0.08 0.25 -0.10 0.337
H -6.064 -2.124 3.814 -0.20 -0.03 0.16 0.454
H -4.876 -0.883 3.443 0.06 0.17 -0.02 0.309
H -4.663 -2.521 2.871 0.19 -0.12 -0.12 0.284
H -7.730 -2.361 2.391 -0.05 -0.05 0.10 0.276
H -3.833 -2.606 0.591 0.60 -0.40 -0.02 0.404
H -0.162 -1.934 0.001 0.12 0.40 0.23 -0.003
H -1.641 -3.036 -1.604 0.02 0.00 -0.18 0.360
H -0.627 -4.171 -0.735 0.07 -0.28 0.11 0.408
H -2.363 -4.010 -0.337 -0.04 -0.31 0.16 0.453
N 2.026 -1.380 -3.605 -0.10 0.00 -0.10 -0.460
C 2.273 -0.817 -4.786 0.05 -0.10 -0.02 -0.528
C 1.702 0.378 -5.206 0.02 0.03 0.04 -0.282
C 0.825 1.024 -4.352 0.05 0.02 -0.02 -0.835
C 0.560 0.448 -3.118 -0.09 0.07 0.05 0.232
C 1.182 -0.744 -2.796 -0.05 -0.24 -0.02 -0.828
H 2.965 -1.352 -5.426 -0.02 0.03 -0.05 0.393
H 1.939 0.787 -6.178 -0.01 -0.04 -0.02 0.503
H 0.360 1.958 -4.640 0.00 0.00 -0.01 0.450
H -0.122 0.919 -2.419 -0.02 -0.01 -0.01 0.343
H 1.005 -1.224 -1.839 -0.01 0.08 0.03 0.905
N 4.056 1.128 -0.755 -0.07 -0.12 0.06 -0.477
C 4.190 0.231 -1.734 -0.02 0.19 0.14 -0.273
C 5.157 -0.761 -1.742 0.04 0.01 0.02 -0.382
C 6.047 -0.819 -0.682 0.02 -0.03 0.02 -0.392
C 5.930 0.110 0.340 -0.01 -0.02 -0.02 -0.437
C 4.920 1.056 0.258 -0.06 0.06 0.03 -0.304
H 3.481 0.319 -2.541 0.03 0.00 -0.13 0.643
H 5.207 -1.468 -2.559 -0.03 0.01 -0.02 0.419
H 6.820 -1.576 -0.653 0.00 0.00 0.00 0.392
H 6.606 0.103 1.183 0.00 0.02 0.01 0.399
H 4.794 1.799 1.038 0.04 -0.01 0.02 0.432
N 1.342 0.120 7.124 0.08 0.00 -0.01 -0.331
C 2.585 0.557 6.931 -0.07 0.01 -0.06 0.101
C 3.586 0.480 7.886 0.00 0.00 0.00 -0.685
C 3.280 -0.081 9.114 0.03 -0.01 0.04 -0.135
C 1.992 -0.539 9.334 0.02 0.01 -0.01 -0.497
C 1.065 -0.416 8.311 -0.10 -0.01 -0.06 -0.245
H 2.784 0.994 5.957 0.05 0.01 0.01 0.287
H 4.579 0.851 7.671 0.00 0.01 -0.01 0.350
H 4.032 -0.160 9.888 0.00 0.00 0.00 0.382
H 1.708 -0.982 10.279 -0.02 -0.01 0.00 0.357
H 0.046 -0.764 8.443 0.01 -0.01 0.05 0.371
N -0.037 -0.237 -8.398 0.02 0.06 0.01 -0.525
C 0.224 0.315 -9.582 0.04 -0.07 0.00 -0.234
C -0.347 1.501 -10.020 -0.01 0.00 0.02 -0.346
C -1.240 2.150 -9.184 -0.01 0.05 -0.01 -0.216
C -1.525 1.588 -7.950 0.02 -0.01 -0.01 -0.404
C -0.899 0.399 -7.609 0.01 -0.06 0.06 -0.272
H 0.927 -0.225 -10.206 0.00 0.03 -0.04 0.377
H -0.096 1.903 -10.992 0.01 -0.01 -0.01 0.362
H -1.708 3.076 -9.490 0.00 0.00 0.00 0.378
H -2.218 2.061 -7.266 -0.01 -0.01 0.01 0.357
H -1.091 -0.074 -6.651 -0.05 0.03 0.01 0.534
```
Forces are in eV/Å.

Computed properties:
Net charge: +1
Total energy, Ha: -1992.16352